# 1
Formula: C10H24F3NaO8
Source: the Open Molecules 2025 dataset
Level of theory: ωB97M-V/def2-TZVPD

```
46
Properties=species:S:1:pos:R:3:lowdin_charge:R:1
Na -0.8142 0.6602 -0.4333 0.44
C 0.4294 -1.9226 -1.8609 -0.21
O 0.2809 -1.6720 -0.4532 -0.13
O 0.5304 -0.5321 -2.3145 0.14
C 1.6318 -2.8759 -2.0793 -0.54
F 1.4170 -4.1371 -1.6836 0.16
F 2.0598 -3.0577 -3.3173 0.19
F 2.7213 -2.5340 -1.3430 0.15
C -0.2257 -2.7900 0.3341 -0.20
C -0.4255 -2.1958 1.7303 -0.04
H 0.5248 -1.8359 2.1245 0.08
H -1.0485 -1.3054 1.6455 0.07
H -0.8188 -2.8815 2.4808 0.09
H 0.4226 -3.6551 0.4731 0.13
H -1.1803 -3.1696 -0.0304 0.13
H -0.5069 -2.3448 -2.2257 0.18
C -3.2394 1.3409 -2.4850 -0.15
C -3.0130 -0.1807 -2.2364 -0.19
O -2.8075 -0.4895 -0.8657 -0.09
O -1.9572 2.0143 -2.3433 -0.07
H -3.9117 1.7555 -1.7337 0.13
H -3.6277 1.5286 -3.4860 0.13
H -2.2098 -0.6454 -2.8083 0.11
H -3.8989 -0.7809 -2.4437 0.13
H -3.4252 -1.1897 -0.6424 0.11
H -2.0951 2.9485 -2.1703 0.10
C 3.2025 -0.2007 0.6623 -0.18
C 3.8854 0.7534 1.6713 -0.18
O 2.9236 1.5017 2.4144 -0.07
O 2.5454 0.5382 -0.3871 -0.06
H 2.4163 -0.7580 1.1716 0.10
H 3.8773 -0.9055 0.1765 0.12
H 4.6600 1.4069 1.2700 0.13
H 4.4108 0.1633 2.4222 0.12
H 3.3733 2.3203 2.6363 0.11
H 2.0192 -0.1007 -0.8735 0.02
C -1.3360 3.1537 1.3877 -0.19
C -0.2832 2.3330 2.1083 -0.24
O 0.6222 1.8859 1.1585 -0.09
O -2.4143 2.3303 0.9159 -0.08
H -0.8846 3.8181 0.6509 0.14
H -1.8134 3.8000 2.1242 0.12
H -0.7697 1.5131 2.6366 0.12
H 0.3161 2.9086 2.8138 0.13
H 1.4008 1.5774 1.6279 0.03
H -2.9645 1.9087 1.5800 0.10
```

* HOMO energy (alpha / beta): -13.1 / -13.1 eV
* 2S+1: 2
* E_tot: -1458.942121 Eh
* net charge: +1
* LUMO energy (alpha / beta): -2.583 / -6.359 eV
* HOMO-LUMO gap (alpha / beta): 10.486 / 6.699 eV
* strongest force on any atom: 3.41 eV/A
* <S²>: 0.754

# 2
Formula: C10H24IO2P2Yb
Source: the Open Molecules 2025 dataset
Level of theory: ωB97M-V/def2-TZVPD

```
40
Properties=species:S:1:pos:R:3:lowdin_charge:R:1
C -0.7620 2.1414 -0.1447 -0.13
I 0.7781 -1.5043 1.7033 1.00
H -1.4287 1.4718 -0.7338 0.02
H 0.0193 2.5732 -0.7722 0.09
H -1.3844 3.0276 0.1244 0.12
Yb -1.2549 -1.3663 -0.8734 1.21
P 0.7694 0.0694 -2.2408 0.71
C 2.4888 0.6012 -2.4882 -0.23
C 0.8707 -1.6980 -2.7117 -0.33
H 1.2775 -1.6936 -3.7294 0.07
H 0.6783 0.4198 -4.6505 0.06
H -0.1026 -2.2406 -2.7703 0.02
H -0.9617 0.4670 -3.9371 0.05
H 3.1696 0.1878 -1.7413 0.03
H 1.5743 -2.2432 -2.0708 0.04
C 0.0862 0.7592 -3.7917 -0.26
H 2.8365 0.3194 -3.4880 0.07
H 0.1466 1.8539 -3.7418 0.06
H 2.5385 1.6926 -2.4094 0.07
P -1.8781 0.2649 2.0529 0.61
C -1.2470 0.7584 3.6923 -0.25
C -3.3428 1.3547 1.9877 -0.24
H -3.1928 -1.8036 1.7512 0.03
H -3.4546 -1.0473 3.3306 0.06
H -1.9706 -1.9800 3.0222 0.02
C -2.6949 -1.2935 2.5832 -0.31
H -3.9254 1.1347 1.0849 0.05
H -3.9758 1.1799 2.8678 0.07
H -2.0085 0.5755 4.4623 0.07
H -0.9920 1.8251 3.7012 0.07
H -3.0399 2.4054 1.9717 0.06
H -0.3486 0.1836 3.9336 0.02
C -0.2624 1.5140 1.0701 -0.53
O 0.8411 1.6602 1.5416 0.04
C 3.4383 -2.3709 0.1550 -0.08
C 2.7414 -1.1475 0.6558 -0.70
O 3.1252 -0.0027 0.5227 0.04
H 2.7146 -3.1850 0.0630 0.06
H 4.2375 -2.6891 0.8455 0.12
H 3.8957 -2.1751 -0.8281 0.10
```

* HOMO energy (alpha / beta): -12.6 / -15.3 eV
* energy above the lowest of the compared OMol25 structures with the same formula, charge and spin: 30.3 kcal/mol
* 2S+1: 2
* E_tot: -2684.322673 Eh
* net charge: +2
* LUMO energy (alpha / beta): -7.679 / -8.088 eV
* HOMO-LUMO gap (alpha / beta): 4.970 / 7.219 eV
* strongest force on any atom: 4.35 eV/A
* <S²>: 0.761

# 3
Formula: C10H24N2OReS
Source: the Open Molecules 2025 dataset
Level of theory: ωB97M-V/def2-TZVPD

```
39
Properties=species:S:1:pos:R:3:lowdin_charge:R:1
Re 0.2751 -0.4452 -0.0818 1.62
C -1.4951 -2.8949 -0.2324 -0.10
C -1.7669 -2.2225 -1.5608 -0.11
N -0.6534 -1.2394 -1.8668 -0.19
C -1.1071 -0.0747 -2.7134 -0.18
C -2.0964 0.8104 -1.9614 -0.31
S -1.6563 0.9771 -0.1717 1.01
C -2.8746 -0.0982 0.7219 -0.31
C -2.1691 -1.1527 1.5547 -0.17
N -1.0628 -1.8683 0.8021 -0.19
H -2.3742 -3.4294 0.1334 0.16
H -0.6831 -3.6205 -0.3142 0.15
H -1.8239 -2.9626 -2.3607 0.17
H -2.7068 -1.6789 -1.5633 0.12
H 0.0388 -1.7445 -2.4291 0.16
H -0.2161 0.4882 -3.0002 0.14
H -1.5652 -0.4447 -3.6349 0.17
H -2.0944 1.8233 -2.3666 0.12
H -3.1256 0.4517 -1.9808 0.11
H -3.4434 0.5739 1.3672 0.12
H -3.5550 -0.5030 -0.0243 0.10
H -1.7080 -0.7075 2.4382 0.14
H -2.8933 -1.8930 1.9048 0.16
H -0.5750 -2.4046 1.5272 0.16
C 2.5627 -1.3669 -0.1829 -0.10
C 2.8479 -0.0351 0.5048 -0.23
O 1.5816 0.7237 0.5381 -0.37
C 3.0821 3.6074 1.8069 0.18
C 2.4065 4.7314 2.2425 0.03
H 3.4364 -2.0318 -0.1401 0.16
H 2.3640 -1.2814 -1.2658 0.11
H 1.8280 -2.0271 0.3579 0.09
H 3.5738 0.5452 -0.0614 0.15
H 3.1759 -0.1717 1.5337 0.15
H 3.5028 3.5685 0.8040 0.13
H 3.4101 2.8512 2.5175 0.13
H 2.0442 5.4591 1.5213 0.14
H 3.5789 4.9510 2.4135 0.25
H 1.9369 4.7365 3.2228 0.14
```

* HOMO energy (alpha / beta): -24.1 / -24.9 eV
* 2S+1: 4
* E_tot: -1054.858701 Eh
* net charge: +4
* LUMO energy (alpha / beta): -14.958 / -16.485 eV
* HOMO-LUMO gap (alpha / beta): 9.118 / 8.465 eV
* strongest force on any atom: 1.27 eV/A
* <S²>: 3.774

# 4
Formula: C10H24N2Si
Source: the Open Molecules 2025 dataset
Level of theory: ωB97M-V/def2-TZVPD

```
37
Properties=species:S:1:pos:R:3:lowdin_charge:R:1
C 3.1563 -1.1842 -0.9472 -0.02
C 2.2381 -0.4573 0.0902 -0.68
C 3.1273 0.1235 1.2081 -0.06
C 1.2540 -1.4943 0.7029 -0.07
N 1.4200 0.5199 -0.4910 -0.05
Si -0.1283 1.2129 -0.2204 0.42
C -0.2158 2.1015 1.3759 -0.16
C -0.1848 2.4058 -1.7994 -0.12
N -1.4285 0.1323 -0.0893 -0.24
C -1.8966 -0.6850 -1.2378 -0.20
C -3.1150 -1.5333 -0.8015 -0.15
C -3.4698 -0.7315 0.5249 -0.12
C -2.0195 -0.2914 1.1131 -0.22
H 2.5381 -1.9244 -1.4563 0.08
H 3.3047 -0.3819 -1.5932 0.05
H 4.0544 -1.5658 -0.3685 0.11
H 2.3750 0.8573 1.7899 0.10
H 3.9068 0.8713 0.9765 0.07
H 3.5735 -0.5859 1.9601 0.09
H 0.6428 -1.0723 1.4995 0.05
H 0.5639 -2.0610 0.0487 0.08
H 1.7699 -2.3134 1.2464 0.09
H 1.6186 0.4835 -1.4608 0.05
H 0.7559 2.6887 1.4448 0.07
H -0.9916 2.7688 1.2467 0.00
H -0.4598 1.4587 2.2024 0.02
H -1.2077 2.7566 -1.8717 0.02
H 0.4343 3.1924 -1.7521 -0.03
H 0.0916 1.7347 -2.6565 0.04
H -1.0792 -1.3883 -1.4461 0.10
H -2.1697 0.1400 -1.9562 0.13
H -2.8465 -2.6121 -0.5708 0.12
H -3.8816 -1.4089 -1.5360 0.08
H -4.0820 0.0437 0.1506 0.08
H -4.0271 -1.3368 1.2427 0.09
H -2.1157 0.6046 1.7716 0.10
H -1.5060 -1.0684 1.6599 0.09
```

* HOMO energy: -8.2 eV
* energy above the lowest of the compared OMol25 structures with the same formula, charge and spin: 0.0 kcal/mol
* E_tot: -794.413021 Eh
* SMILES string: CC(C)(C)N[Si](C)(C)N1CCCC1
* LUMO energy: 0.802 eV
* HOMO-LUMO gap: 8.998 eV
* strongest force on any atom: 5.31 eV/A

# 5
Formula: C10H24N2Si
Source: the Open Molecules 2025 dataset
Level of theory: ωB97M-V/def2-TZVPD

```
37
Properties=species:S:1:pos:R:3:lowdin_charge:R:1
C -1.1210 -1.8113 2.3290 -0.12
C -1.3734 -0.6942 1.7383 -0.30
C 2.4961 2.3447 0.4163 -0.09
C 2.1906 -2.1828 0.2103 -0.04
C -2.8162 -1.9431 -1.4194 -0.15
C -1.0728 2.2884 1.1114 -0.19
C -2.1192 2.2371 -1.0642 -0.10
C 2.4350 0.8184 0.4110 -0.31
C 2.2078 -1.0827 -0.9390 -0.32
C -1.5026 -1.0892 -1.4728 -0.31
N -1.5579 1.4762 0.0580 -0.34
N 1.6800 0.1973 -0.6863 -0.04
Si -0.8366 -0.1085 0.0372 0.74
H -1.7360 -1.8751 3.2848 0.07
H -0.7624 -2.7611 1.9954 0.04
H -1.9135 -0.0102 2.3813 0.04
H 1.4408 2.7514 0.6414 0.06
H 3.1675 2.7144 1.2283 0.09
H 2.8833 2.6862 -0.4993 0.05
H 1.4375 -1.6905 0.7734 0.01
H 1.6995 -2.9506 -0.2485 0.03
H 3.1356 -2.3846 0.6926 0.08
H -2.6516 -2.7582 -0.6644 0.07
H -3.5827 -1.1922 -1.1518 0.07
H -3.0963 -2.5389 -2.3199 0.07
H -1.4961 3.3403 1.0414 0.10
H -1.2536 1.8470 2.1398 0.08
H 0.0063 2.4487 1.0981 0.02
H -1.8658 1.9077 -1.9654 0.01
H -3.1915 2.1271 -0.8109 0.10
H -1.7052 3.2764 -1.0961 0.10
H 3.4113 0.6157 0.2267 0.06
H 2.1375 0.3588 1.5041 0.18
H 3.1763 -0.9113 -1.5399 0.15
H 1.4604 -1.5282 -1.5997 0.07
H -1.6903 -0.3674 -2.1924 0.02
H -0.7397 -1.7501 -1.7723 0.02
```

* HOMO energy (alpha / beta): -5.2 / -8.2 eV
* energy above the lowest of the compared OMol25 structures with the same formula, charge and spin: 43.4 kcal/mol
* 2S+1: 3
* E_tot: -794.158168 Eh
* LUMO energy (alpha / beta): 0.955 / -1.116 eV
* HOMO-LUMO gap (alpha / beta): 6.159 / 7.070 eV
* strongest force on any atom: 4.76 eV/A
* <S²>: 2.009

# 6
Formula: C10H24N3
Source: the Open Molecules 2025 dataset
Level of theory: ωB97M-V/def2-TZVPD

```
37
Properties=species:S:1:pos:R:3:lowdin_charge:R:1
C -1.2109 -0.0377 -0.1387 0.00
C 1.5078 -1.3374 1.2826 -0.04
C 3.3811 -1.0160 -0.3170 0.05
C 2.3582 1.0934 0.9661 -0.03
C -1.3377 -2.3838 -0.7733 0.01
C -3.0564 -1.3456 0.6036 -0.06
C 1.1999 0.9383 -1.6970 -0.13
C -0.9474 2.3770 0.1564 -0.02
C -3.1431 1.4430 -0.1519 -0.04
C 2.0242 -0.2217 0.2853 -0.53
N -1.8166 -1.1807 -0.0672 -0.17
N 1.1203 -0.1502 -0.8004 0.03
N -1.7303 1.1496 0.0418 -0.14
H 0.8966 -0.8947 2.0725 0.07
H 0.8979 -1.9309 0.6935 0.02
H 2.1879 -2.0067 1.9168 0.12
H 3.1258 -2.0029 -0.4657 0.05
H 4.1714 -0.8225 0.3908 0.09
H 3.6034 -0.7043 -1.2488 0.02
H 1.6710 1.4242 1.6723 0.06
H 3.3222 1.0109 1.4884 0.11
H 2.4663 1.8089 0.2429 0.04
H -2.1540 -2.5848 -1.4138 0.09
H -0.5602 -2.0724 -1.3871 0.06
H -1.0564 -3.2018 -0.0814 0.12
H -3.2400 -0.4630 1.2751 0.11
H -3.8304 -1.6793 -0.0596 0.10
H -3.0149 -2.2186 1.3929 0.15
H 2.1057 0.6195 -2.3230 0.14
H 0.3268 0.7941 -2.2767 0.08
H 1.2446 1.9463 -1.2921 0.07
H 0.0860 2.1656 -0.0308 0.02
H -0.9438 2.8777 1.1596 0.12
H -1.3529 3.1149 -0.5989 0.12
H -3.6035 1.7552 0.8056 0.12
H -3.7102 0.5944 -0.5855 0.10
H -3.2270 2.2322 -0.8742 0.09
```

* HOMO energy (alpha / beta): -12.3 / -12.2 eV
* energy above the lowest of the compared OMol25 structures with the same formula, charge and spin: 140.4 kcal/mol
* E_tot: -559.251760 Eh
* net charge: +1
* LUMO energy (alpha / beta): -3.863 / -4.484 eV
* HOMO-LUMO gap (alpha / beta): 8.483 / 7.690 eV
* strongest force on any atom: 4.26 eV/A

# 7
Formula: C10H24N6O7Sc
Source: the Open Molecules 2025 dataset
Level of theory: ωB97M-V/def2-TZVPD

```
48
Properties=species:S:1:pos:R:3:lowdin_charge:R:1
O 0.9318 -0.1145 -2.7937 -0.37
H 0.4883 0.2362 -3.5900 -0.02
Sc -0.3255 0.0878 -0.8378 1.09
N 0.2700 2.1178 0.0961 -0.04
N 2.1440 0.6433 -0.8123 -0.06
N -1.5125 -1.4265 0.4777 -0.07
N 0.3836 -2.0719 -1.0511 -0.06
O -0.5642 2.5871 0.9520 -0.04
O -2.3162 -1.1885 1.5752 -0.06
O 1.5791 -2.4705 -1.5397 -0.01
O 3.0380 -0.1846 -1.0857 0.07
C 2.4728 1.9512 -0.6603 -0.18
C 1.4697 2.7368 -0.0330 -0.19
C -1.5305 -2.7093 0.1050 -0.22
C -0.4669 -3.0709 -0.7863 -0.23
C 1.7860 4.0639 0.5557 0.01
H 2.5872 3.9788 1.3015 0.11
H 0.9148 4.5067 1.0392 0.09
H 2.1463 4.7565 -0.2128 0.11
C 3.8064 2.4379 -1.0967 0.03
H 3.8600 2.4507 -2.1925 0.12
H 4.5889 1.7663 -0.7341 0.11
H 4.0199 3.4491 -0.7465 0.09
C -2.4245 -3.7362 0.7040 0.01
C -0.2276 -4.4649 -1.2426 0.01
H -3.2119 -3.2558 1.2863 0.09
H -1.8616 -4.4076 1.3676 0.11
H -2.8769 -4.3592 -0.0775 0.10
H 0.5877 -4.4791 -1.9698 0.09
H -1.1260 -4.8960 -1.6995 0.10
H 0.0428 -5.1129 -0.3992 0.11
H -1.8433 -0.4657 2.1153 0.06
H 2.1034 -1.6181 -1.6188 0.07
C -2.3919 0.9065 -0.7304 -0.21
H -2.6539 1.9359 -0.5235 -0.03
H -3.1655 0.2377 -0.3359 0.00
H -2.3989 0.7682 -1.8358 -0.01
O -3.3504 3.0674 1.9396 -0.07
H -3.8054 2.3793 1.4169 0.04
H -2.4569 3.0864 1.5458 -0.01
N 1.0446 -0.9113 3.5269 0.20
C 0.4339 -0.2356 2.5169 -0.56
N -0.7166 0.4702 2.8858 0.16
O 0.7984 -0.3235 1.3329 -0.02
H 0.8294 -0.7018 4.4937 0.12
H 1.9418 -1.3287 3.3156 0.13
H -0.8097 1.3626 2.3704 0.10
H -0.8497 0.5699 3.8854 0.13
```

* HOMO energy (alpha / beta): -11.4 / -11.4 eV
* E_tot: -2010.972752 Eh
* net charge: +1
* LUMO energy (alpha / beta): -6.629 / -6.653 eV
* HOMO-LUMO gap (alpha / beta): 4.723 / 4.709 eV
* strongest force on any atom: 4.19 eV/A

# 8
Formula: C10H24O5P
Source: the Open Molecules 2025 dataset
Level of theory: ωB97M-V/def2-TZVPD

```
40
Properties=species:S:1:pos:R:3:lowdin_charge:R:1
O 1.1059 -0.3425 1.2798 -0.06
C 0.6028 -0.7468 -0.0129 -0.52
C -0.0203 -2.1336 0.1340 -0.29
O -1.3116 -1.9607 0.6114 -0.39
P -2.0410 -0.4038 0.0914 0.44
O -0.3654 0.1001 -0.4616 -0.32
H 0.8591 0.5855 1.3355 0.08
H 1.4524 -0.7388 -0.7163 0.13
H 0.5662 -2.7576 0.8187 0.10
H -0.0059 -2.6103 -0.8624 0.10
H -3.3305 -0.8664 0.5316 -0.06
H -1.7283 0.1417 1.3871 -0.03
H -2.5586 0.8543 -0.3621 -0.06
H -2.2204 -0.9985 -1.2231 -0.03
C -3.2125 3.8171 -4.7483 -0.18
C -2.9580 2.3426 -5.0657 -0.18
C -2.1775 1.8979 -3.8328 -0.20
O -2.6733 2.6864 -2.7563 -0.14
C -3.4613 3.7582 -3.2431 -0.22
H -4.0499 4.2472 -5.2986 0.10
H -2.3186 4.4078 -4.9629 0.11
H -3.9050 1.8022 -5.1318 0.11
H -2.4064 2.1851 -5.9927 0.10
H -1.1051 2.0859 -3.9566 0.12
H -2.3081 0.8475 -3.5727 0.12
H -4.5206 3.5609 -3.0349 0.11
H -3.1776 4.6742 -2.7203 0.11
C 4.6185 -1.6534 4.1794 -0.18
C 3.2650 -1.0432 3.8243 -0.17
C 2.5299 -2.2415 3.2483 -0.20
O 3.0381 -3.3913 3.9540 -0.14
C 4.2023 -3.0312 4.6830 -0.23
H 5.1775 -1.0858 4.9242 0.10
H 5.2357 -1.7479 3.2829 0.11
H 2.7639 -0.6823 4.7259 0.11
H 3.3169 -0.2266 3.1071 0.11
H 2.7321 -2.3482 2.1807 0.11
H 1.4504 -2.1923 3.3725 0.12
H 3.9711 -2.9964 5.7560 0.11
H 4.9683 -3.7956 4.5277 0.11
```

* HOMO energy: -3.9 eV
* E_tot: -1112.920163 Eh
* net charge: -1
* LUMO energy: 3.048 eV
* HOMO-LUMO gap: 6.923 eV
* strongest force on any atom: 0.43 eV/A